128
Properties=species:S:1:pos:R:3 method="wB97M-V/def2-TZVPD" total_charge=+1 e_lumo_ev=-3.21 e_tot_ha=-6010.3582 de_lowest_kcal_mol=73.5
Zn -1.336 -4.230 1.196
Cd 1.966 2.505 -3.215
C 0.400 -1.056 -1.492
C 1.055 0.194 -1.817
C 0.840 1.437 -0.855
O 1.307 2.524 -1.266
C 0.148 1.194 0.432
C -0.384 -0.025 0.644
C -0.291 -1.268 -0.323
O -0.929 -2.401 -0.101
O -1.095 -0.106 1.727
O 1.560 0.572 -2.913
H 0.581 -1.749 -2.300
H -0.082 2.037 1.067
C -1.633 -8.318 0.293
F -1.485 -9.369 -0.561
F -2.862 -7.856 0.137
F -1.377 -8.697 1.561
S -0.363 -6.956 -0.124
O 0.486 -6.819 1.047
O 0.316 -7.433 -1.374
N -1.306 -5.465 -0.287
S -1.809 -5.604 -1.802
O -2.183 -6.968 -2.278
O -2.885 -4.657 -2.035
C -0.292 -4.901 -2.803
F -0.554 -3.683 -3.347
F 0.661 -4.657 -1.899
F -0.059 -5.769 -3.764
C -1.549 -2.458 5.189
C -0.675 -2.911 4.028
O -1.354 -2.750 2.799
H -2.208 -3.236 5.574
H -2.337 -1.745 4.943
H -0.981 -1.953 5.970
H -0.507 -3.984 4.127
H 0.216 -2.291 4.119
H -1.256 -1.837 2.519
C 1.686 5.671 -1.247
C 2.050 5.769 -2.749
O 2.243 4.496 -3.383
H 0.659 5.303 -1.259
H 1.784 6.641 -0.760
H 2.459 5.039 -0.810
H 3.016 6.272 -2.791
H 1.361 6.434 -3.269
H 2.581 4.637 -4.271
C -4.302 2.001 3.775
C -4.475 0.623 3.142
O -3.953 0.719 1.847
H -4.618 1.927 4.816
H -4.986 2.772 3.419
H -3.287 2.389 3.684
H -5.550 0.469 3.234
H -3.959 -0.104 3.769
H -3.074 0.340 1.914
C -0.157 2.976 4.239
C -0.497 1.587 4.820
O -1.028 1.816 6.058
H -1.014 3.649 4.245
H 0.174 2.907 3.203
H 0.652 3.454 4.793
H 0.404 0.979 4.749
H -1.266 1.227 4.136
H -0.359 2.071 6.698
C -2.471 3.788 1.188
C -3.621 3.738 0.128
O -4.789 3.351 0.813
H -1.785 4.435 0.641
H -2.181 2.790 1.517
H -2.852 4.252 2.097
H -3.409 2.904 -0.540
H -3.705 4.665 -0.439
H -4.442 2.558 1.228
C -1.942 2.632 -3.341
C -0.964 2.281 -4.336
O 0.247 3.032 -4.121
H -1.579 2.225 -2.397
H -2.901 2.137 -3.492
H -2.148 3.689 -3.170
H -1.383 2.501 -5.318
H -0.829 1.200 -4.376
H 0.201 3.673 -4.833
C 2.382 0.082 -6.303
C 3.330 1.275 -5.969
O 2.727 2.243 -5.114
H 1.478 0.380 -6.834
H 2.062 -0.498 -5.437
H 2.834 -0.641 -6.981
H 3.648 1.690 -6.925
H 4.273 0.886 -5.586
H 2.912 3.028 -5.635
C 4.423 2.177 2.556
C 3.013 2.134 1.787
O 2.564 3.400 1.474
H 4.285 2.641 3.532
H 5.120 2.830 2.031
H 4.713 1.136 2.699
H 2.271 1.597 2.378
H 3.148 1.556 0.873
H 2.149 3.290 0.615
C 6.304 1.929 -3.186
C 4.987 1.476 -2.550
O 4.075 2.569 -2.637
H 6.377 1.917 -4.274
H 7.137 1.327 -2.822
H 6.500 2.978 -2.964
H 5.144 1.232 -1.499
H 4.510 0.623 -3.033
H 4.452 3.200 -2.019
C -5.409 -2.868 1.818
C -4.065 -2.770 1.030
O -3.406 -4.061 1.158
H -6.073 -2.043 1.558
H -5.383 -2.933 2.906
H -5.861 -3.817 1.528
H -3.310 -2.038 1.317
H -4.298 -2.644 -0.027
H -4.029 -4.759 0.941
C 3.149 -3.790 1.923
C 1.933 -3.845 1.044
O 0.791 -4.307 1.734
H 4.033 -3.599 1.315
H 3.464 -4.696 2.441
H 3.086 -2.962 2.629
H 2.235 -4.417 0.166
H 1.655 -2.886 0.607
H 0.935 -5.254 1.668

117
Properties=species:S:1:pos:R:3 method="wB97M-V/def2-TZVPD" total_charge=-1 e_lumo_ev=-0.34 e_tot_ha=-2550.9039 de_lowest_kcal_mol=148.4
C 2.382 -0.017 0.144
C 0.832 0.005 -0.114
O 0.280 0.686 -0.951
N -0.055 -0.738 0.849
H 0.071 -1.863 0.773
H 0.310 -0.302 1.788
C -1.506 -0.558 0.683
H 2.905 0.241 -0.652
H 2.659 -0.944 0.379
H 2.509 0.270 1.137
H -1.623 0.269 1.080
H -2.099 -1.250 1.135
H -1.808 -0.817 -0.374
N 0.765 -4.152 0.751
O 0.898 -5.250 1.384
O 1.685 -3.293 0.871
O -0.447 -3.805 0.419
N 2.057 -0.864 3.769
O 1.097 -0.154 3.338
O 3.162 -0.486 3.511
O 1.797 -2.126 3.691
C -3.792 -3.136 -1.477
C -2.580 -3.425 -2.493
C -3.052 -3.144 -3.974
O -1.518 -2.649 -2.183
H -4.532 -3.735 -2.148
H -4.008 -2.180 -1.493
H -3.602 -3.545 -0.546
H -2.288 -4.552 -2.397
H -2.126 -3.404 -4.580
H -3.230 -2.002 -4.161
H -3.819 -3.970 -4.078
H -0.949 -2.765 -1.405
C 5.823 -0.578 -2.192
C 5.778 -1.988 -1.906
C 6.797 -2.383 -0.772
O 4.481 -2.387 -1.469
H 5.490 0.116 -1.594
H 5.375 -0.334 -3.020
H 6.957 -0.371 -2.443
H 5.975 -2.627 -2.904
H 7.737 -1.960 -1.124
H 6.767 -3.438 -0.466
H 6.140 -1.869 -0.049
H 3.903 -2.167 -2.126
C -1.732 3.712 0.867
C -3.190 3.306 1.116
C -3.990 3.207 -0.233
O -3.222 2.057 1.917
H -0.996 3.405 1.566
H -1.767 4.787 0.814
H -1.050 3.109 0.068
H -3.957 3.948 1.754
H -3.519 2.706 -1.131
H -4.159 4.252 -0.826
H -4.807 2.838 0.151
H -3.043 2.148 2.876
C 5.258 0.890 2.504
C 6.349 0.067 2.199
C 7.252 0.838 1.048
O 7.100 -0.143 3.298
H 4.683 1.147 1.827
H 5.372 1.820 3.035
H 4.621 0.446 3.165
H 5.863 -0.755 1.724
H 7.944 0.056 0.750
H 7.722 1.740 1.605
H 6.716 1.044 0.278
H 6.637 -0.580 3.885
C -2.549 2.689 6.043
C -1.972 2.883 4.603
C -2.224 1.582 3.826
O -2.910 3.965 4.052
H -2.100 2.032 6.648
H -3.728 2.747 6.173
H -2.510 3.619 6.519
H -0.975 3.335 4.428
H -2.074 1.799 2.776
H -3.354 1.184 3.546
H -1.561 0.795 4.057
H -2.380 4.499 3.694
C 2.155 1.921 -3.880
C 2.822 0.716 -4.594
C 4.349 0.743 -4.383
O 2.310 -0.528 -4.124
H 1.194 1.793 -4.027
H 2.670 2.940 -4.243
H 2.558 2.000 -2.855
H 2.678 0.911 -5.479
H 4.591 0.928 -3.299
H 4.863 1.525 -4.923
H 4.864 -0.028 -4.810
H 1.366 -0.285 -4.205
C -5.892 -0.208 2.270
C -4.658 -0.997 2.570
C -4.879 -2.553 2.364
O -3.562 -0.576 1.696
H -5.652 0.964 2.118
H -6.661 -0.560 2.889
H -6.131 -0.539 1.254
H -4.293 -0.640 3.570
H -5.225 -2.922 1.491
H -5.812 -2.956 3.079
H -3.979 -3.117 2.725
H -3.505 0.521 1.758
C -2.225 -0.120 -2.531
C -3.629 0.060 -1.985
C -4.738 0.704 -2.815
O -5.940 0.745 -2.546
C -4.348 1.255 -4.174
C -2.921 1.125 -4.630
C -1.867 0.546 -3.809
O -0.720 0.463 -4.200
H -1.462 -0.626 -1.966
H -3.943 -0.333 -1.091
H -5.035 1.818 -4.855
H -2.690 1.778 -5.594